Entry from the Open Molecules 2025 dataset: 11 unconnected molecules or ions with the total composition C24H53ClN20O14 at a distorted geometry (the ωB97M-V functional and the def2-TZVPD basis).

Results
HOMO: -8.79 eV
net charge: 0
LUMO energy: -1.1 eV
multiplicity: 1
total energy: -96748.296 eV

Bonds (Å) are listed after each position.
Positions of all 112 atoms, in Å:
1 C 2.33010 2.03850 3.21573  C2 1.515, H20 1.084, H21 1.086, H22 1.087
2 C 1.34450 1.27231 2.35765  C1 1.515, C3 1.546, O12 1.422, H23 1.085
3 C 1.47561 -0.26339 2.48078  C2 1.546, C4 1.475, H24 1.089, H25 1.085
4 C 0.61153 -0.85392 3.52058  C3 1.475, C5 1.330, C10 1.478
5 C 0.82052 -1.11712 4.80716  C4 1.330, Cl6 1.690, C7 1.475
6 Cl 2.22977 -0.87629 5.70918  C5 1.690
7 C -0.40739 -1.65145 5.42502  C5 1.475, O8 1.174, O9 1.379
8 O -0.63638 -1.97916 6.52836  C7 1.174
9 O -1.35706 -1.70719 4.42702  C7 1.379, C10 1.378
10 C -0.77986 -1.27389 3.25327  C4 1.478, O9 1.378, O11 1.178
11 O -1.36003 -1.27218 2.22754  C10 1.178
12 O -0.01736 1.66037 2.48366  C2 1.422, C13 1.423
13 C -0.43688 2.06819 3.78135  O12 1.423, C14 1.509, H26 1.090, H27 1.086
14 C -1.89439 1.74350 3.99743  C13 1.509, C15 1.401, C19 1.393
15 C -2.38887 1.78048 5.30818  C14 1.401, C16 1.392, H28 1.081
16 C -3.71862 1.46156 5.56889  C15 1.392, C17 1.396, H29 1.079
17 C -4.56193 1.10707 4.51435  C16 1.396, C18 1.395, H30 1.080
18 C -4.07788 1.09229 3.20619  C17 1.395, C19 1.396, H31 1.080
19 C -2.74068 1.39743 2.94649  C14 1.393, C18 1.396, H32 1.078
20 H 2.33632 3.09440 2.96852  C1 1.084
21 H 2.19531 1.89246 4.28293  C1 1.086
22 H 3.31950 1.64956 2.98995  C1 1.087
23 H 1.62604 1.47813 1.33012  C2 1.085
24 H 1.13606 -0.66993 1.52971  C3 1.089
25 H 2.51295 -0.55302 2.61241  C3 1.085
26 H -0.28494 3.14143 3.89338  C13 1.090
27 H 0.11236 1.53240 4.55025  C13 1.086
28 H -1.73231 2.04765 6.12421  C15 1.081
29 H -4.08072 1.47885 6.58512  C16 1.079
30 H -5.58946 0.84376 4.71797  C17 1.080
31 H -4.73405 0.82317 2.39189  C18 1.080
32 H -2.35105 1.36798 1.94209  C19 1.078
33 N -3.75118 4.50777 1.92333  C34 1.368, H37 1.001, H38 1.003
34 C -3.53604 5.16506 3.10310  N33 1.368, N35 1.370, O36 1.218
35 N -4.52994 6.02846 3.48211  C34 1.370, H39 1.002, H40 1.001
36 O -2.53168 4.99610 3.77056  C34 1.218
37 H -4.56742 4.62786 1.35584  N33 1.001
38 H -3.04075 3.86270 1.63176  N33 1.003
39 H -4.40120 6.52289 4.34416  N35 1.002
40 H -5.36439 6.18098 2.94991  N35 1.001
41 N -5.15352 -2.93899 5.31207  C42 1.365, H45 1.003, H46 1.009
42 C -4.85055 -3.13691 6.62844  N41 1.365, N43 1.370, O44 1.221
43 N -3.56667 -2.81043 6.97876  C42 1.370, H47 1.002, H48 1.001
44 O -5.65584 -3.56996 7.43742  C42 1.221
45 H -4.48846 -2.58036 4.65313  N41 1.003
46 H -6.08498 -3.16060 4.99528  N41 1.009
47 H -3.30218 -2.93561 7.93665  N43 1.002
48 H -2.88757 -2.45960 6.33256  N43 1.001
49 N -8.76084 -5.54012 3.39348  C50 1.366, H53 1.001, H54 1.003
50 C -8.64900 -4.17963 3.35742  N49 1.366, N51 1.367, O52 1.218
51 N -9.59599 -3.52780 2.61792  C50 1.367, H55 1.002, H56 1.001
52 O -7.76476 -3.58603 3.94873  C50 1.218
53 H -9.48061 -6.05019 2.91943  N49 1.001
54 H -8.08254 -6.03979 3.93759  N49 1.003
55 H -9.53826 -2.52794 2.57976  N51 1.002
56 H -10.33330 -3.99477 2.12672  N51 1.001
57 N 4.98120 -0.42567 -0.52126  C58 1.371, H61 1.002, H62 1.002
58 C 3.88086 0.32728 -0.84224  N57 1.371, N59 1.363, O60 1.222
59 N 3.25371 -0.02293 -2.00045  C58 1.363, H63 1.007, H64 1.002
60 O 3.50407 1.23948 -0.12123  C58 1.222
61 H 5.31714 -1.18198 -1.08576  N57 1.002
62 H 5.46895 -0.19039 0.32236  N57 1.002
63 H 2.43293 0.48566 -2.28790  N59 1.007
64 H 3.56059 -0.77975 -2.58151  N59 1.002
65 N -1.38384 -1.17421 -0.79070  C66 1.356, H69 1.004, H70 1.002
66 C -0.89057 -1.89617 -1.82743  N65 1.356, N67 1.368, O68 1.224
67 N -0.36431 -3.11700 -1.50325  C66 1.368, H71 1.002, H72 1.002
68 O -0.89925 -1.46820 -2.97396  C66 1.224
69 H -1.35689 -1.46599 0.16991  N65 1.004
70 H -1.76400 -0.27288 -1.00977  N65 1.002
71 H 0.00851 -3.67302 -2.24858  N67 1.002
72 H -0.34863 -3.47698 -0.56822  N67 1.002
73 N 5.72779 2.02183 8.62932  C74 1.368, H77 1.002, H78 1.002
74 C 4.85546 1.50119 7.71280  N73 1.368, N75 1.368, O76 1.218
75 N 3.61594 1.18056 8.19517  C74 1.368, H79 1.002, H80 1.002
76 O 5.15806 1.32970 6.54555  C74 1.218
77 H 5.49697 2.16973 9.59263  N73 1.002
78 H 6.64333 2.26511 8.30210  N73 1.002
79 H 2.96798 0.80131 7.53183  N75 1.002
80 H 3.33491 1.30220 9.14887  N75 1.002
81 N 0.97224 -2.03229 -5.59794  C82 1.358, H85 1.008, H86 1.002
82 C 0.75839 -1.61886 -6.87327  N81 1.358, N83 1.365, O84 1.225
83 N -0.36096 -0.85891 -7.05521  C82 1.365, H87 1.003, H88 1.003
84 O 1.51451 -1.89059 -7.79821  C82 1.225
85 H 0.36079 -1.79988 -4.83135  N81 1.008
86 H 1.78868 -2.58585 -5.42297  N81 1.002
87 H -0.54993 -0.53234 -7.98405  N83 1.003
88 H -0.99084 -0.62608 -6.30965  N83 1.003
89 N 1.71070 0.84071 -6.54266  C90 1.365, H93 1.002, H94 1.003
90 C 2.19871 0.92218 -5.27016  N89 1.365, N91 1.367, O92 1.221
91 N 3.44146 1.47757 -5.14468  C90 1.367, H95 1.004, H96 1.002
92 O 1.56578 0.52094 -4.30565  C90 1.221
93 H 2.20798 1.16536 -7.35008  N89 1.002
94 H 0.80096 0.43407 -6.66006  N89 1.003
95 H 3.82005 1.55208 -4.21756  N91 1.004
96 H 3.97690 1.81669 -5.92061  N91 1.002
97 N 4.46838 -1.74152 -8.91630  C98 1.357, H101 1.008, H102 1.002
98 C 5.49846 -0.86434 -8.81168  N97 1.357, N99 1.368, O100 1.225
99 N 5.26664 0.20697 -7.99363  C98 1.368, H103 1.002, H104 1.003
100 O 6.55673 -1.00228 -9.41396  C98 1.225
101 H 3.58878 -1.62993 -8.43694  N97 1.008
102 H 4.59948 -2.54056 -9.50673  N97 1.002
103 H 6.00337 0.87899 -7.89641  N99 1.002
104 H 4.39912 0.34908 -7.51099  N99 1.003
105 N 4.95437 0.29741 -11.86804  C106 1.362, H109 1.001, H110 1.005
106 C 3.95865 1.18060 -12.15750  N105 1.362, N107 1.373, O108 1.220
107 N 3.72422 1.38560 -13.49476  C106 1.373, H111 1.002, H112 1.001
108 O 3.31472 1.75707 -11.29636  C106 1.220
109 H 5.49400 -0.18010 -12.56353  N105 1.001
110 H 5.15512 0.12014 -10.89986  N105 1.005
111 H 2.99758 2.03060 -13.73853  N107 1.002
112 H 4.23709 0.92711 -14.22243  N107 1.001

---

Entry from the Open Molecules 2025 dataset: 4 unconnected molecules or ions with the total composition C24H54BF4N3 at a distorted geometry (the ωB97M-V functional and the def2-TZVPD basis).

Results
HOMO: -15.48 eV
energy above the lowest of the compared OMol25 structures with the same formula, charge and spin: 60.5 kcal/mol
net charge: +2
LUMO energy: -3.7 eV
multiplicity: 1
total energy: -41771.934 eV

Bonds (Å) are listed after each position.
Positions of all 86 atoms, in Å:
1 C -11.68865 -3.60362 10.22547  C2 1.573, H10 1.066, H11 1.064, H12 1.094
2 C -12.72021 -2.48598 9.82442  C1 1.573, C3 1.517, H13 1.052, H14 1.105
3 C -12.87038 -1.49596 10.96367  C2 1.517, N4 1.553, H15 1.060, H16 1.112
4 N -14.05095 -0.52139 10.70129  C3 1.553, C5 1.500, C6 1.556, C9 1.474
5 C -13.93862 0.12450 9.35260  N4 1.500, H17 1.095, H18 1.160, H19 1.101
6 C -15.40954 -1.26782 10.83557  N4 1.556, C7 1.518, H20 1.068, H21 1.085
7 C -16.45117 -0.21321 11.16085  C6 1.518, C8 1.537, H22 1.099, H23 1.125
8 C -15.62177 0.88269 11.84807  C7 1.537, C9 1.563, H24 1.100, H25 1.080
9 C -14.10701 0.50909 11.75430  N4 1.474, C8 1.563, H26 1.053, H27 1.092
10 H -10.75691 -3.10468 10.36523  C1 1.066
11 H -11.67826 -4.39497 9.51429  C1 1.064
12 H -11.99154 -4.15868 11.11874  C1 1.094
13 H -13.57140 -2.97613 9.44652  C2 1.052
14 H -12.26658 -1.94677 8.97344  C2 1.105
15 H -12.04464 -0.86760 11.17837  C3 1.060
16 H -13.11074 -2.08448 11.87604  C3 1.112
17 H -12.92845 0.54449 9.38932  C5 1.095
18 H -14.82641 0.85652 9.20573  C5 1.160
19 H -14.06793 -0.70324 8.63822  C5 1.101
20 H -15.64416 -1.84832 9.97069  C6 1.068
21 H -15.30957 -1.98894 11.63989  C6 1.085
22 H -16.92820 0.06432 10.21087  C7 1.099
23 H -17.29245 -0.61559 11.79022  C7 1.125
24 H -15.80015 1.90320 11.47757  C8 1.100
25 H -15.82197 0.91944 12.90871  C8 1.080
26 H -13.50249 1.29803 11.40560  C9 1.053
27 H -13.77448 0.05934 12.69163  C9 1.092
28 C -11.34713 -11.81914 12.59931  C29 1.521, H37 1.098, H38 1.033, H39 1.150
29 C -11.30731 -10.37133 13.06528  C28 1.521, C30 1.504, H40 1.135, H41 1.138
30 C -10.63280 -10.41522 14.40915  C29 1.504, N31 1.605, H42 1.106, H43 1.047
31 N -10.15476 -8.98311 14.95387  C30 1.605, C32 1.473, C33 1.588, C36 1.462
32 C -9.21895 -8.39161 13.98286  N31 1.473, H44 1.104, H45 1.012, H46 1.117
33 C -9.31982 -9.09955 16.29932  N31 1.588, C34 1.524, H47 1.081, H48 1.055
34 C -9.29308 -7.72409 16.95484  C33 1.524, C35 1.553, H49 1.054, H50 1.057
35 C -10.46631 -7.01526 16.22385  C34 1.553, C36 1.537, H51 1.113, H52 1.113
36 C -11.21453 -8.09186 15.42226  N31 1.462, C35 1.537, H53 1.048, H54 1.088
37 H -11.82162 -12.44661 13.36589  C28 1.098
38 H -10.37853 -12.16115 12.49015  C28 1.033
39 H -11.74127 -11.90414 11.52252  C28 1.150
40 H -12.39111 -10.03499 13.06743  C29 1.135
41 H -10.65963 -9.76429 12.35338  C29 1.138
42 H -9.71991 -11.03083 14.30761  C30 1.106
43 H -11.35147 -10.84737 15.03534  C30 1.047
44 H -8.86103 -9.30599 13.47773  C32 1.104
45 H -8.53857 -7.82381 14.47218  C32 1.012
46 H -9.80195 -7.76062 13.26962  C32 1.117
47 H -8.33743 -9.47898 16.05691  C33 1.081
48 H -9.86774 -9.85900 16.78542  C33 1.055
49 H -8.43397 -7.13925 16.77813  C34 1.054
50 H -9.47801 -7.88071 17.98352  C34 1.057
51 H -9.99402 -6.29580 15.51853  C35 1.113
52 H -11.12560 -6.36591 16.84179  C35 1.113
53 H -11.72625 -7.60300 14.64975  C36 1.048
54 H -11.97730 -8.57983 16.02627  C36 1.088
55 C -20.92449 -6.87814 13.85490  C56 1.541, H64 1.102, H65 1.089, H66 1.041
56 C -19.60876 -7.50382 14.35544  C55 1.541, C57 1.546, H67 1.063, H68 1.107
57 C -19.81100 -8.55639 15.46903  C56 1.546, N58 1.526, H69 1.097, H70 1.105
58 N -18.55398 -9.23735 16.00204  C57 1.526, C59 1.544, C60 1.536, C63 1.521
59 C -17.92968 -10.09123 14.87706  N58 1.544, H71 1.120, H72 1.092, H73 1.088
60 C -18.78502 -10.16004 17.20870  N58 1.536, C61 1.495, H74 1.075, H75 1.115
61 C -17.45028 -10.29240 17.86905  C60 1.495, C62 1.535, H76 1.073, H77 1.104
62 C -16.55402 -9.14252 17.38983  C61 1.535, C63 1.500, H78 1.097, H79 1.076
63 C -17.48734 -8.30945 16.56276  N58 1.521, C62 1.500, H80 1.066, H81 1.124
64 H -21.44268 -6.35495 14.67541  C55 1.102
65 H -21.60341 -7.64525 13.48519  C55 1.089
66 H -20.60718 -6.28539 13.06015  C55 1.041
67 H -18.93284 -6.73940 14.65319  C56 1.063
68 H -19.08117 -7.95304 13.49215  C56 1.107
69 H -20.49956 -9.26880 14.99732  C57 1.097
70 H -20.24869 -8.17294 16.40848  C57 1.105
71 H -17.30559 -10.96275 15.20314  C59 1.120
72 H -17.23318 -9.48455 14.29369  C59 1.092
73 H -18.71529 -10.46541 14.22476  C59 1.088
74 H -19.27116 -11.09260 16.98404  C60 1.075
75 H -19.48484 -9.54776 17.82459  C60 1.115
76 H -16.95279 -11.19937 17.58506  C61 1.073
77 H -17.58739 -10.33323 18.96405  C61 1.104
78 H -15.65298 -9.51509 16.88708  C62 1.097
79 H -16.24502 -8.53988 18.22629  C62 1.076
80 H -17.01671 -7.75412 15.78349  C63 1.066
81 H -18.09558 -7.62318 17.21298  C63 1.124
82 B -14.47562 -7.81832 14.60702  F83 1.407, F84 1.423, F85 1.378, F86 1.414
83 F -13.53010 -7.22013 13.75334  B82 1.407
84 F -14.07026 -7.41591 15.90995  B82 1.423
85 F -15.74576 -7.36745 14.32217  B82 1.378
86 F -14.45620 -9.23044 14.53843  B82 1.414